Arrangement A

The following is a quantum chemistry calculation of one molecule with the formula C8H12OS, from the OMol25 dataset.

Last columns: bonded neighbours and bond lengths (Å).
Positions of all 22 atoms, in Å:
1 C 1.327 -1.032 1.168  C2 1.607, H11 1.152, H12 1.165, H13 1.030
2 C 0.751 -0.040 0.043  C1 1.607, C3 1.555, C4 1.512, C5 1.562
3 C 1.779 1.121 -0.065  C2 1.555, H14 1.052, H15 1.098, H16 1.131
4 C 0.881 -0.851 -1.227  C2 1.512, H17 1.139, H18 1.077, H19 1.084
5 C -0.744 0.382 0.209  C2 1.562, C6 1.339, C9 1.574
6 C -1.317 1.586 0.086  C5 1.339, C7 1.347, H20 1.095
7 C -2.651 1.582 -0.102  C6 1.347, S8 1.724, H21 1.149
8 S -3.351 0.008 -0.145  C7 1.724, C9 1.716
9 C -1.819 -0.750 0.010  C5 1.574, S8 1.716, O10 1.350
10 O -1.706 -2.095 0.047  C9 1.350, H22 0.915
11 H 2.318 -1.347 0.671  C1 1.152
12 H 1.480 -0.351 2.101  C1 1.165
13 H 0.744 -1.853 1.387  C1 1.030
14 H 2.670 0.700 0.300  C3 1.052
15 H 1.910 1.413 -1.116  C3 1.098
16 H 1.411 2.008 0.533  C3 1.131
17 H 0.530 -0.190 -2.086  C4 1.139
18 H 1.931 -1.089 -1.226  C4 1.077
19 H 0.272 -1.738 -1.096  C4 1.084
20 H -0.776 2.535 0.167  C6 1.095
21 H -3.414 2.386 -0.403  C7 1.149
22 H -2.224 -2.390 0.742  O10 0.915

Calculated values
Structure (SMILES): CC(C)(C)c1ccsc1O
Net charge: 0

Atomic partial charges in e from the natural (NBO) method, atoms 1 to 5: -0.59, -0.05, -0.61, -0.60, -0.08

=====

Arrangement B

The following is a quantum chemistry calculation of one molecule with the formula C8H12OS, from the OMol25 dataset.

Last columns: bonded neighbours and bond lengths (Å).
Positions of all 22 atoms, in Å:
1 C -1.085 0.764 -0.394  C4 1.354, C5 1.539, H11 1.114
2 C -0.087 -1.211 -0.869  C3 1.433, C5 1.318, H12 1.113
3 C 0.946 -0.220 -0.935  C2 1.433, C4 1.462, S10 1.879, H13 1.042
4 C 0.238 1.003 -0.557  C1 1.354, C3 1.462, C6 1.554
5 C -1.264 -0.761 -0.482  C1 1.539, C2 1.318, C7 1.470
6 C 0.882 2.417 -0.547  C4 1.554, H14 1.017, H15 1.115, H16 1.102
7 C -2.579 -1.366 -0.225  C5 1.470, H17 1.194, H18 1.131, H19 1.168
8 C 2.105 -0.939 1.411  S10 1.805, H20 1.199, H21 1.120, H22 1.120
9 O 3.596 -0.893 -0.686  S10 1.464
10 S 2.598 -0.022 -0.063  C3 1.879, C8 1.805, O9 1.464
11 H -1.916 1.471 -0.169  C1 1.114
12 H 0.184 -2.284 -0.987  C2 1.113
13 H 1.231 -0.280 -1.935  C3 1.042
14 H 1.374 2.276 0.332  C6 1.017
15 H 0.195 3.295 -0.516  C6 1.115
16 H 1.606 2.521 -1.372  C6 1.102
17 H -2.683 -2.144 -1.125  C7 1.194
18 H -3.336 -0.562 -0.466  C7 1.131
19 H -2.732 -1.993 0.748  C7 1.168
20 H 0.937 -0.786 1.639  C8 1.199
21 H 2.175 -2.039 1.214  C8 1.120
22 H 2.765 -0.586 2.245  C8 1.120

Calculated values
Net charge: 0

Atomic partial charges in e from the natural (NBO) method, atoms 1 to 5: -0.23, -0.22, -0.52, 0.02, -0.02

=====

Sorted by energy, starting with the most stable: arrangement A, arrangement B.